Entry 1:
Density functional theory data (ωB97M-V/def2-TZVPD) for a molecular structure, C20H19BeN3OS5.

The geometry in XYZ format:
```
49
Properties=species:S:1:pos:R:3
H 4.262 -1.321 1.202
S 3.437 -3.083 -0.304
H 1.195 -3.663 -1.190
C 4.029 3.219 0.713
H 4.371 0.537 -1.305
C -0.281 1.017 2.014
C 0.828 1.584 2.647
C 0.578 3.164 -0.767
C -1.554 1.559 2.165
H 2.524 0.134 -2.592
H 2.884 1.005 2.439
C 1.841 0.843 -2.122
O -0.316 2.376 -0.953
S -1.451 -0.968 -1.453
S -1.462 -2.783 1.497
H 1.144 4.629 1.469
H 6.325 1.968 1.443
H 2.778 5.164 1.855
C 0.720 2.704 3.463
N 1.913 0.799 2.278
S -1.660 -3.023 -1.686
C 4.637 2.123 0.106
H 1.013 0.293 -1.677
N 0.143 -0.073 1.278
C -0.547 3.234 3.610
C 1.993 2.795 -0.495
C 2.579 1.684 -1.118
Be -0.516 -1.380 0.309
C 2.107 -1.254 0.775
H 2.039 5.628 0.328
C 6.073 1.782 0.398
C 1.440 -0.157 1.454
H 6.743 2.392 -0.210
C -1.665 2.672 2.970
C 2.725 3.584 0.406
H 1.395 1.459 -2.904
H 4.594 3.819 1.419
C 3.380 -1.714 0.725
H 1.578 3.139 3.958
C 3.902 1.380 -0.809
H -2.403 1.113 1.665
C 2.133 4.814 1.050
N 1.200 -1.977 0.039
H -2.635 3.127 3.118
S -2.713 -3.515 -0.002
H 6.288 0.738 0.170
H -0.684 4.105 4.238
C 1.757 -2.974 -0.574
H 0.370 4.250 -0.796
```

Its maximum force is 0.0026 Eh/bohr. As for the energy relative to the best compared isomer or geometry (same formula, charge and spin): 0.0 kcal per mole.



Entry 2:
Density functional theory data (ωB97M-V/def2-TZVPD) for a molecular structure, C13H32InNO5P.

The geometry in XYZ format:
```
53
Properties=species:S:1:pos:R:3
H -1.006 2.491 2.182
H 0.629 -0.636 2.555
H -5.299 0.765 2.571
C 5.145 1.569 -5.020
In -2.693 0.106 5.517
H 1.222 -0.936 -2.781
H -5.402 0.086 5.364
P -0.807 0.785 3.943
O 0.641 -0.717 -0.801
N -3.979 -2.286 3.204
O 4.300 0.474 -4.647
O 2.372 -0.558 -4.649
H 3.703 0.515 -0.890
H 5.365 2.322 -3.021
H -3.932 -3.043 2.539
H 6.141 1.131 -5.059
C 3.089 -0.373 -1.009
H 1.461 1.308 -6.110
H -2.585 1.737 2.480
C 2.301 1.652 -5.512
C 1.102 -2.887 -1.844
H -4.885 1.569 4.600
C 1.752 -0.092 -0.350
H -3.172 -0.490 2.483
H -4.766 -2.459 3.816
H -4.498 -1.123 1.502
C 2.983 0.437 -4.933
C 0.637 -1.458 -2.029
H 2.140 -2.932 -1.516
H 1.021 -3.426 -2.789
C -0.148 -0.819 3.298
H -2.531 -1.564 6.066
H 4.904 1.912 -6.027
H -1.355 0.894 1.532
H 1.908 2.240 -4.682
H -0.904 -1.489 2.876
C -5.118 -0.078 3.254
H 0.487 -3.390 -1.097
O 1.656 0.631 0.600
O -6.354 -0.844 3.327
C -1.511 1.548 2.394
H -2.583 1.166 6.947
H 3.564 -1.188 -0.461
H -0.405 -1.441 -2.346
H 0.303 -1.325 4.154
H 5.804 3.477 -4.289
H 4.104 3.138 -3.946
C -4.138 -0.997 2.531
H -7.032 -0.230 3.642
C 5.098 2.694 -4.009
C -4.710 0.489 4.615
H 2.940 2.289 -6.116
H 3.039 -0.647 -2.059
```

As for the charge: -1. Its maximum force is 0.0105 Eh/bohr.



Entry 3:
Density functional theory data (ωB97M-V/def2-TZVPD) for 2 unconnected molecules or ions with the total composition C2H6N2O in a non-equilibrium geometry.

The geometry in XYZ format:
```
11
Properties=species:S:1:pos:R:3
H 2.100 -0.208 -1.594
C -1.443 0.478 2.187
H 0.932 -1.946 -1.387
H 1.064 1.752 -1.594
H -0.937 1.279 2.761
C 1.106 -0.122 -1.144
H -0.516 -1.070 -0.928
N 0.494 -1.255 -0.800
N 0.500 1.033 -1.109
H -1.004 0.459 1.114
O -2.295 -0.400 2.494
```

The SMILES is [H]/N=C/N.C=O. Its maximum force is 0.0925 Eh/bohr. As for the energy relative to the best compared isomer or geometry (same formula, charge and spin): 58.9 kcal per mole.



Number 1: HOMO level -6.61 eV, HOMO-LUMO gap 6.071 eV, DFT total energy -3018.92132 Ha. Number 2: HOMO level -2.84 eV, HOMO-LUMO gap 4.564 eV, DFT total energy -1476.91963 Ha. Number 3: HOMO level -9.68 eV, HOMO-LUMO gap 10.446 eV, DFT total energy -264.49351 Ha.